(1)
# C28H79N7O8

8 unconnected molecules or ions with the total composition C28H79N7O8 (the ωB97M-V functional and the def2-TZVPD basis, the OMol25 dataset).

- SMILES = COC[C@H](C)N.COC[C@H](C)N.COC[C@H](C)N.COC[C@H](C)N.COC[C@H](C)N.COC[C@H](C)N.COC[C@H](C)N.O
- 2S+1 = 1

```
122
Properties=species:S:1:pos:R:3:forces:R:3:mulliken_charge:R:1
O 26.224326 13.082577 -2.370882 0.151 1.283 0.393 0.801
H 25.496631 13.057929 -2.992236 -0.157 -0.222 -0.684 -0.447
H 26.445156 12.162964 -2.223314 -0.045 -0.921 0.219 -0.107
C 21.455162 11.833738 0.100004 0.821 0.664 0.856 -1.677
C 22.988598 11.490090 0.295485 -2.512 -0.848 1.953 1.225
C 23.191716 10.268163 1.277906 1.035 1.389 -1.090 -1.058
O 24.641187 9.970582 1.271350 -1.727 -0.324 1.211 -0.017
C 24.876197 8.804057 2.090297 0.264 0.146 -1.044 -0.951
N 23.564199 11.208031 -0.949193 1.262 -0.235 -1.710 -0.264
H 21.046192 12.092970 1.076552 -0.210 -0.085 0.166 0.432
H 20.763509 11.150289 -0.392548 0.584 -0.502 -0.006 0.372
H 21.414237 12.767636 -0.460583 0.050 0.007 -0.194 0.380
H 23.399862 12.403630 0.724905 0.203 -0.053 0.430 -0.353
H 22.569330 9.452848 0.909128 0.367 -0.480 -0.243 0.454
H 22.860583 10.456447 2.299174 0.108 0.341 0.053 0.516
H 25.952832 8.695772 2.221645 -0.015 0.004 -0.190 0.218
H 24.468708 7.966805 1.523672 0.128 -0.396 0.232 0.353
H 24.435831 8.798148 3.087354 -0.299 0.516 -0.011 0.327
H 24.307503 10.528716 -0.870959 -0.269 -0.161 0.170 0.143
H 24.070949 12.034925 -1.231263 0.056 0.155 -0.542 -0.087
C 25.961552 15.247078 -5.256339 0.342 0.922 1.199 -1.246
C 25.088028 15.952606 -6.274641 -1.886 -0.053 -1.161 0.444
C 24.623269 17.451862 -5.931651 2.033 -0.095 -0.440 -0.859
O 23.855028 18.138414 -6.944315 -0.548 -0.155 0.636 -0.334
C 23.570756 19.550310 -6.706132 1.261 -0.796 0.477 -0.769
N 25.793137 15.765322 -7.560362 -0.431 0.452 0.835 -0.701
H 26.871730 15.841471 -5.176533 0.325 0.037 0.177 0.548
H 26.293205 14.227558 -5.453005 -0.401 0.111 -0.726 0.246
H 25.567007 15.189950 -4.241863 -0.308 0.296 0.017 0.180
H 24.127340 15.444367 -6.357486 -0.107 -0.455 -0.116 0.246
H 25.572326 17.985657 -5.882111 0.289 0.382 0.390 0.299
H 24.199753 17.447915 -4.927300 -0.539 0.148 -0.059 0.422
H 24.482482 20.145218 -6.651849 0.574 -0.121 -0.755 0.322
H 23.215441 19.804255 -5.707452 -0.976 -0.697 0.082 0.320
H 22.938154 19.924463 -7.511068 -0.028 -0.295 0.233 0.256
H 26.692627 16.186568 -7.377122 0.434 0.106 -0.575 0.297
H 25.333501 16.291027 -8.290060 -0.001 0.196 -0.142 0.285
C 32.258744 13.705999 -5.735179 -1.151 -0.142 1.339 -1.403
C 32.005059 14.213974 -4.276464 0.657 0.514 -1.349 0.257
C 30.688341 13.822674 -3.594112 -0.420 0.741 -1.431 -0.389
O 30.539253 14.671719 -2.502945 -0.863 0.408 1.969 -0.495
C 29.568108 14.229101 -1.537079 0.294 -0.517 0.424 -0.630
N 33.086982 13.791387 -3.404956 -0.008 -0.117 0.910 -0.800
H 32.590206 12.671208 -5.648860 -0.166 -0.079 -0.465 0.320
H 32.978355 14.287489 -6.311475 0.136 0.043 0.458 0.347
H 31.289135 13.820504 -6.219789 0.041 -0.462 -0.479 0.323
H 32.080677 15.295453 -4.389511 -0.500 0.218 0.389 0.370
H 30.704717 12.779717 -3.277752 0.040 -0.353 -0.044 0.269
H 29.821321 13.995512 -4.231699 -0.140 -0.356 -0.471 0.192
H 29.686650 14.723056 -0.572687 0.617 0.382 -0.213 0.182
H 29.689210 13.165320 -1.332614 0.342 -0.309 -0.053 0.552
H 28.497547 14.320018 -1.720741 -0.034 0.423 -1.124 0.169
H 33.138692 14.475025 -2.663297 0.491 0.671 -0.004 0.334
H 32.600921 13.102217 -2.849169 0.617 -1.106 0.153 0.324
C 26.639732 16.689945 -1.453211 1.885 -0.103 0.268 -0.417
C 27.705071 17.518185 -0.637388 -1.648 -1.385 0.032 1.274
C 27.763188 19.022442 -0.824635 0.474 0.578 1.034 -1.058
O 28.328956 19.424213 -2.051884 1.157 0.511 0.016 -0.269
C 28.769977 20.810889 -2.135905 -1.894 -0.536 0.243 -0.856
N 27.313778 17.231575 0.761637 0.158 0.753 0.028 -0.705
H 27.000325 16.461890 -2.456235 -0.578 1.140 -0.656 0.185
H 25.628709 17.061034 -1.285180 0.103 -0.072 -0.463 0.369
H 26.744470 15.651936 -1.137515 -0.480 -0.023 0.870 -0.642
H 28.681209 17.104620 -0.890807 0.277 0.114 -0.118 -0.010
H 28.341406 19.341553 0.042506 1.117 0.193 -0.015 0.388
H 26.872644 19.577284 -0.529368 -1.008 -0.309 -0.842 0.477
H 29.393613 21.252589 -1.358686 0.570 -0.937 0.336 0.331
H 27.844689 21.373325 -2.011008 -0.137 0.516 -0.453 0.348
H 29.206778 21.000383 -3.116411 -0.106 -0.312 0.123 0.236
H 27.277505 16.245338 0.976424 -0.197 -0.122 -0.416 0.147
H 27.917656 17.610490 1.477083 0.315 0.479 -0.181 0.355
C 29.837410 12.908040 3.517762 0.894 -0.265 0.780 -1.355
C 28.383964 13.171773 3.267727 -1.778 0.086 -1.303 0.632
C 28.204886 13.808038 1.879500 0.689 0.754 -0.733 -0.295
O 27.026155 14.549263 1.539834 -0.062 -0.797 1.614 -0.484
C 25.964005 13.829674 0.945482 -0.299 -0.184 -0.902 0.255
N 27.611078 11.964105 3.453830 -0.062 -1.171 -0.014 -0.506
H 30.447342 13.787351 3.310642 0.101 -0.016 0.292 0.436
H 30.293414 12.050546 3.022935 -0.542 0.159 -0.950 0.026
H 29.995199 12.536705 4.530339 -0.119 0.676 0.482 0.404
H 27.916663 13.919137 3.908971 0.732 0.494 0.444 0.260
H 28.467717 13.207056 1.008969 -0.064 -0.731 0.227 -0.176
H 29.007492 14.545475 1.889723 -0.117 0.444 -0.177 0.386
H 25.743542 12.834502 1.331643 0.535 -0.210 0.282 -0.256
H 26.158959 13.767272 -0.125129 -0.053 -0.365 -0.137 -0.205
H 25.005746 14.341227 1.035756 0.260 0.596 0.313 0.436
H 26.797102 11.859236 2.865152 -0.007 0.245 0.104 0.064
H 27.348388 11.859129 4.423403 -0.148 -0.144 -0.073 0.254
C 28.388945 10.234902 -2.925584 1.548 -0.396 0.351 -1.327
C 27.857601 9.869766 -1.533818 0.004 1.162 -1.497 0.451
C 28.561827 10.556880 -0.317971 -0.433 -2.025 -0.735 -0.324
O 29.975093 10.255708 -0.379107 -1.336 0.151 0.729 -0.363
C 30.473785 9.758909 0.877347 -0.588 0.808 -0.344 -0.479
N 26.476224 10.352415 -1.652529 -0.330 -0.289 1.622 -0.564
H 27.865253 11.113514 -3.302281 0.273 -0.060 -0.082 0.221
H 28.324736 9.407468 -3.632216 -0.457 -0.026 -0.024 0.343
H 29.463384 10.406244 -2.859860 0.104 0.325 -0.112 0.293
H 27.883451 8.787847 -1.403896 0.287 -0.073 0.275 0.559
H 28.080786 10.032041 0.507408 0.320 -0.188 0.589 0.501
H 28.240681 11.581361 -0.129800 0.673 0.406 -0.668 -0.314
H 29.954261 8.887016 1.274830 0.032 -0.676 -0.727 0.364
H 30.216896 10.469169 1.663251 0.720 0.478 0.033 -0.048
H 31.537335 9.595107 0.703771 -0.147 0.003 0.454 0.288
H 26.070224 10.250922 -0.733317 -0.373 0.153 0.468 -0.027
H 25.919619 9.730255 -2.221043 0.088 -0.153 -0.444 0.193
C 22.600322 13.104038 -3.651027 -0.493 -0.560 -1.279 -1.240
C 23.182418 11.867082 -4.329493 -0.633 -1.601 -1.163 0.482
C 22.321730 11.132644 -5.454457 -1.840 2.208 0.216 -1.051
O 22.524726 9.773258 -5.500818 -0.444 -2.170 -0.244 -0.330
C 21.412732 8.968643 -6.045802 0.977 1.001 0.652 -0.801
N 24.578219 12.007683 -4.721858 0.064 -0.044 0.261 -0.391
H 23.274365 13.411484 -2.851492 -0.407 -0.018 0.149 0.132
H 21.606980 12.766627 -3.355170 0.062 0.337 0.795 0.395
H 22.405177 13.947216 -4.313640 0.365 0.106 -0.207 0.350
H 23.113398 11.086172 -3.572189 0.474 0.049 0.346 0.183
H 22.288130 11.571902 -6.451463 1.363 0.337 -0.536 0.492
H 21.258099 11.311541 -5.297060 -0.526 0.032 1.122 0.430
H 21.665043 7.930219 -5.831063 0.101 0.156 -0.345 0.253
H 21.230512 9.176895 -7.100090 0.502 -0.174 -0.229 0.303
H 20.449518 9.177012 -5.580071 0.103 0.318 0.573 0.343
H 24.916670 11.079250 -4.930577 0.286 -0.195 0.042 0.251
H 24.657977 12.502475 -5.598737 -0.086 0.343 -0.152 0.262
```
Positions in Å, forces in eV/Å.



(2)
# C5H11N

C5H11N in the gas phase (the ωB97M-V functional and the def2-TZVPD basis, the OMol25 dataset).

- SMILES = CC/C(C)=C/N
- 2S+1 = 1

```
17
Properties=species:S:1:pos:R:3:forces:R:3:mulliken_charge:R:1
C 1.732275 -1.002485 1.122290 -1.803 0.574 1.932 -1.176
C 1.261448 0.257732 0.371848 -0.015 -1.699 -2.094 -0.654
C -0.179688 0.367544 -0.097138 -0.678 -0.423 -2.456 0.531
C -0.611728 -0.556051 -1.025660 0.773 0.615 2.961 -0.272
N -1.967839 -0.887057 -1.179299 -0.476 0.592 -1.030 -0.545
C -1.014200 1.651489 0.209358 1.020 -0.133 0.667 -1.298
H 2.773106 -0.881173 1.417243 -0.152 0.195 0.621 0.333
H 1.740203 -1.875035 0.577032 -0.051 -1.837 -2.004 0.380
H 1.001811 -1.346406 1.962361 1.474 1.184 -0.849 0.293
H 1.908210 0.325219 -0.548680 -0.228 0.467 1.056 0.225
H 1.395674 1.023436 1.045778 0.831 2.157 1.110 0.402
H 0.106019 -1.298740 -1.389691 -0.268 0.063 0.245 0.327
H -2.530592 -0.158794 -1.606465 -0.040 0.206 0.285 0.237
H -2.075846 -1.682953 -1.771636 -0.046 -0.533 -0.365 0.240
H -1.362149 2.248327 -0.666108 -0.046 -1.036 0.269 0.329
H -1.856266 1.418132 0.895609 0.388 0.378 -0.424 0.272
H -0.320438 2.396815 0.683158 -0.680 -0.769 0.078 0.375
```
Positions in Å, forces in eV/Å.



(3)
# C4H5NO2

A molecular structure, C4H5NO2 (the ωB97M-V functional and the def2-TZVPD basis, the OMol25 dataset).

- 2S+1 = 1

```
12
Properties=species:S:1:pos:R:3:forces:R:3:mulliken_charge:R:1
C -1.128206 -0.508112 -0.956036 -0.070 0.091 0.095 -1.070
C -0.118224 -0.782352 0.127283 0.982 -0.159 -0.546 0.553
C 0.248529 0.964314 1.251250 1.615 1.579 0.264 0.192
C 1.521345 0.262186 -0.148256 -1.653 -0.905 -0.090 0.036
N 1.905373 1.107038 0.624139 -0.886 0.606 0.719 -0.496
O 0.007446 -1.815399 0.716916 -0.183 0.211 -0.004 -0.508
O -0.525081 1.836388 1.027475 0.343 -0.854 -0.198 -0.475
H 0.495397 0.354820 2.113997 -0.356 -0.442 -0.328 0.408
H 1.765782 -0.125955 -1.134404 0.237 -0.077 -0.007 0.363
H -1.343436 -1.423712 -1.506106 -0.037 -0.001 0.088 0.359
H -2.039904 -0.142458 -0.479759 -0.030 -0.050 -0.042 0.292
H -0.789022 0.273242 -1.636499 0.038 0.001 0.050 0.345
```
Positions in Å, forces in eV/Å.



(4)
# C6H12NO

2 unconnected molecules or ions with the total composition C6H12NO (the ωB97M-V functional and the def2-TZVPD basis, the OMol25 dataset).

- 2S+1 = 1
- total charge = -1

```
20
Properties=species:S:1:pos:R:3:forces:R:3:mulliken_charge:R:1
C -0.111624 2.316758 1.597417 -0.337 0.127 -0.237 -0.674
C -1.426888 2.156424 1.408382 0.755 0.080 0.270 -0.198
C -1.954057 1.467340 0.238308 -0.667 0.161 0.128 0.158
C -3.264581 1.216423 0.110962 0.752 0.083 -0.604 -0.924
H 0.569103 1.858181 0.875172 -0.011 0.003 0.063 0.277
H 0.265723 2.893245 2.436092 -0.006 -0.143 0.099 0.266
H -2.131308 2.524577 2.149188 -0.153 0.089 -0.033 0.247
H -1.218833 1.193233 -0.518027 -0.081 -0.275 0.195 0.311
H -3.599204 0.730534 -0.797466 -0.298 -0.052 0.110 0.288
H -3.989178 1.539121 0.844565 -0.115 -0.080 0.136 0.269
C 1.520994 -0.720092 -0.304833 0.409 -0.365 0.205 -0.652
O 0.610943 0.244313 -0.473619 -0.035 -0.003 -0.068 -0.730
C 1.376987 -1.928623 -1.265625 0.331 0.107 0.423 -0.272
N 2.444228 -2.919710 -1.006692 0.227 -0.276 -0.101 -0.567
H 2.589574 -0.406302 -0.427723 0.032 0.130 -0.178 0.188
H 1.570025 -1.195688 0.729663 -0.298 0.135 -0.140 0.135
H 0.387323 -2.369597 -1.114727 -0.144 0.095 -0.225 0.201
H 1.466289 -1.539805 -2.280605 -0.088 -0.115 -0.110 0.301
H 2.123989 -3.639375 -0.375677 -0.070 0.058 0.204 0.191
H 2.770496 -3.420958 -1.824757 -0.203 0.242 -0.136 0.185
```
Positions in Å, forces in eV/Å.



(5)
# C7H18O3

4 unconnected molecules or ions with the total composition C7H18O3 (the ωB97M-V functional and the def2-TZVPD basis, the OMol25 dataset).

- SMILES = C/C=C/C=C/CC.O.O.O
- 2S+1 = 1

```
28
Properties=species:S:1:pos:R:3:forces:R:3:mulliken_charge:R:1
C 1.370348 -2.664165 1.604771 5.664 0.536 -1.646 -1.050
C 1.885153 -1.282968 0.913704 0.757 -2.099 1.312 -0.588
C 0.828036 -0.278007 0.657936 0.307 -1.120 -0.773 0.010
C 0.953215 1.040659 0.575882 2.288 0.979 1.679 -0.233
C -0.076402 1.778018 -0.062997 -0.068 0.750 -2.653 -0.979
C 0.057786 1.916379 -1.402220 -0.798 0.191 0.019 0.626
C -0.666970 2.967631 -2.225752 1.733 2.625 -0.353 -1.249
H 0.525541 -2.661021 2.190229 -1.629 0.335 1.686 0.368
H 1.296867 -3.463120 0.873732 -0.458 0.137 -0.373 0.293
H 2.406103 -2.951556 2.106569 -2.582 0.132 -0.068 0.246
H 2.463419 -1.667493 0.036197 -0.943 0.724 0.066 0.251
H 2.717591 -0.919545 1.548538 -0.656 0.303 -0.092 0.408
H -0.123676 -0.791202 0.329144 0.945 1.088 0.276 0.106
H 1.821991 1.872687 0.875114 -1.619 -3.136 -0.412 0.149
H -0.752117 2.289412 0.577132 -0.816 0.909 -0.002 0.430
H 0.840129 1.297734 -1.945096 -1.045 0.889 0.943 0.372
H -0.970510 3.908726 -1.631792 0.547 -1.580 -0.595 0.286
H -1.492821 2.793800 -2.877121 -0.925 -1.147 -0.072 0.320
H 0.077079 3.356468 -3.016802 -0.730 -0.368 1.298 0.275
H -0.723611 -0.920649 -2.062540 -0.140 -0.075 0.155 0.312
H 0.438313 -0.790312 -2.942901 2.472 3.883 -6.888 0.244
O 0.181966 -1.196005 -2.238369 -2.440 -4.047 6.662 -0.557
H -1.021638 -0.730931 3.145111 -0.798 -0.413 -0.671 0.309
H -2.487667 -0.269454 3.106412 1.098 -1.541 -0.876 0.298
O -1.876658 -0.973660 2.712822 -0.344 1.984 1.476 -0.603
H -2.115520 0.162652 -0.262735 -0.827 -1.455 -0.283 0.310
H -2.994093 -1.186629 0.078356 1.332 1.593 -1.515 0.312
O -2.561852 -0.637446 -0.663334 -0.326 -0.076 1.698 -0.666
```
Positions in Å, forces in eV/Å.



Going through the records in order, we get strongest force on any atom values of 3.29, 3.12, 2.27, 0.97, 8.28 eV/A.
Going through the records in order, we get HOMO-LUMO gap values of 9.1, 8.6, 8.0, 6.7, 9.5 eV.
Going through the records in order, we get highest occupied orbital energy values of -8.56, -7.68, -8.54, -2.66, -8.98 eV.